DFT (ωB97M-V/def2-TZVPD) results for C28H28FeN6O8P2Se as an isolated structure.

CARTESIAN COORDINATES (ANGSTROEM)
1 Fe -0.295 -0.354 0.317
2 O -0.756 4.389 6.308
3 N -1.462 4.011 5.364
4 O -2.646 4.367 5.247
5 C -0.887 3.153 4.403
6 C 0.458 2.805 4.593
7 C 1.127 1.970 3.708
8 C 2.501 1.621 3.828
9 C 3.072 0.802 2.897
10 C 2.287 0.287 1.852
11 N 1.005 0.582 1.723
12 C 0.429 1.415 2.603
13 C -0.940 1.779 2.373
14 N -1.516 1.265 1.266
15 C -2.750 1.648 0.938
16 C -3.478 2.517 1.726
17 C -2.932 3.011 2.899
18 C -1.613 2.667 3.255
19 H 0.972 3.216 5.448
20 H 3.075 2.027 4.651
21 H 4.120 0.538 2.947
22 H 2.704 -0.359 1.094
23 H -3.142 1.250 0.013
24 H -4.474 2.805 1.417
25 H -3.497 3.667 3.535
26 N 2.653 -3.104 -2.794
27 C 2.786 -2.067 -1.702
28 C 4.247 -1.713 -1.480
29 P 1.963 -2.899 -0.223
30 O 3.194 -3.068 0.802
31 O 1.609 -4.226 -0.837
32 O 0.905 -2.115 0.493
33 P 1.852 -0.559 -2.218
34 O 0.615 -1.363 -2.905
35 O 2.607 0.222 -3.231
36 O 1.393 0.182 -0.996
37 H 2.182 -3.935 -2.207
38 H 3.545 -3.357 -3.206
39 H 2.005 -2.782 -3.513
40 H 4.829 -2.586 -1.182
41 H 4.336 -0.964 -0.693
42 H 4.658 -1.277 -2.392
43 H 2.929 -2.786 1.691
44 H -0.131 -0.743 -3.052
45 C -3.879 -3.396 -0.543
46 C -4.082 -2.305 0.285
47 C -3.049 -1.403 0.519
48 C -1.828 -1.564 -0.119
49 C -1.622 -2.658 -0.946
50 C -2.643 -3.581 -1.142
51 H -4.677 -4.109 -0.708
52 H -5.038 -2.146 0.766
53 H -3.223 -0.604 1.224
54 H -0.678 -2.825 -1.436
55 H -2.452 -4.448 -1.760
56 C -1.279 4.235 -0.572
57 N -0.121 3.805 -1.324
58 C 0.000 2.659 -2.038
59 Se -1.290 1.354 -2.182
60 N 1.198 2.677 -2.645
61 C 1.888 3.821 -2.296
62 C 3.143 4.300 -2.639
63 C 3.517 5.525 -2.111
64 C 2.680 6.237 -1.248
65 C 1.429 5.758 -0.897
66 C 1.045 4.545 -1.451
67 H -2.147 3.679 -0.914
68 H -1.439 5.298 -0.747
69 H -1.137 4.065 0.496
70 H 1.580 1.886 -3.173
71 H 3.804 3.737 -3.285
72 H 4.480 5.942 -2.370
73 H 3.018 7.179 -0.837
74 H 0.785 6.296 -0.215

Its net charge is 0. As for the spin multiplicity: 5. The value obtained for the total energy is -6362.2738 a.u. The calculation puts the energy above the lowest of the compared OMol25 structures with the same formula, charge and spin at 11.1 kcal/mol. The calculation puts the max |F| at 0.030 hartree/bohr. As for the HOMO-LUMO gap (spin up / spin down): 3.218 / 7.253 eV. Its expectation value of S² is 6.361. The HOMO energy (spin up / spin down) comes out at -5.4 / -8.2 eV.

DFT (ωB97M-V/def2-TZVPD) results for C24H23Cl2FN3O12P2Pt as an isolated structure.

CARTESIAN COORDINATES (ANGSTROEM)
1 Pt -0.363 -0.735 2.976
2 F 3.613 0.598 -2.093
3 C 2.312 0.243 -2.086
4 C 1.802 -0.407 -0.998
5 C 0.468 -0.819 -1.019
6 C -0.094 -1.427 0.185
7 O 0.650 -1.631 1.167
8 C -1.489 -1.733 0.152
9 C -2.191 -1.497 -0.989
10 N -1.670 -0.953 -2.109
11 C -2.529 -0.671 -3.235
12 C -2.296 -1.407 -4.524
13 C -3.494 -1.726 -3.679
14 C -0.338 -0.556 -2.132
15 C 0.197 0.153 -3.213
16 C 1.520 0.558 -3.199
17 N 2.010 1.298 -4.310
18 C 3.117 2.228 -4.149
19 C 3.178 3.107 -5.410
20 N 1.831 3.061 -6.072
21 C 1.568 1.690 -6.650
22 C 2.038 0.658 -5.613
23 C -2.188 -2.388 1.310
24 O -3.258 -2.938 1.143
25 O -1.512 -2.428 2.426
26 H 2.397 -0.596 -0.114
27 H -3.239 -1.761 -1.028
28 H -2.854 0.362 -3.287
29 H -1.496 -2.136 -4.531
30 H -2.447 -0.864 -5.446
31 H -3.484 -2.668 -3.150
32 H -4.466 -1.392 -4.009
33 H -0.425 0.423 -4.054
34 H 4.089 1.743 -4.030
35 H 2.938 2.839 -3.265
36 H 3.884 2.733 -6.150
37 H 3.419 4.143 -5.188
38 H 1.743 3.779 -6.788
39 H 1.124 3.231 -5.355
40 H 2.106 1.631 -7.594
41 H 0.498 1.636 -6.839
42 H 3.043 0.293 -5.860
43 H 1.370 -0.200 -5.626
44 Cl -2.204 -2.026 9.963
45 C -1.524 -2.054 8.396
46 C -0.230 -2.517 8.210
47 C 0.291 -2.536 6.939
48 Cl 1.865 -3.097 6.662
49 C -0.457 -2.055 5.780
50 O 0.091 -2.131 4.667
51 C -1.808 -1.565 6.040
52 C -2.758 -1.037 5.035
53 O -2.539 -0.664 3.908
54 C -2.308 -1.606 7.314
55 H 0.353 -2.861 9.052
56 H -3.789 -0.968 5.415
57 H -3.319 -1.279 7.517
58 O 0.105 2.759 5.937
59 P 0.638 1.595 4.996
60 O -0.559 0.699 4.638
61 O 1.870 1.007 5.509
62 O 0.835 2.430 3.575
63 P 0.848 1.595 2.212
64 O 1.464 2.658 1.211
65 O -0.550 1.185 1.773
66 O 1.680 0.354 2.412
67 H -0.727 3.140 5.631
68 H 1.649 3.502 1.642

Its net charge is +1. As for the spin multiplicity: 5. The value obtained for the total energy is -3817.6599 a.u. The calculation puts the energy above the lowest of the compared OMol25 structures with the same formula, charge and spin at 12.2 kcal/mol. The calculation puts the max |F| at 0.010 hartree/bohr. As for the HOMO-LUMO gap (spin up / spin down): 7.162 / 6.241 eV. Its expectation value of S² is 6.048. The HOMO energy (spin up / spin down) comes out at -10.4 / -10.8 eV.

DFT (ωB97M-V/def2-TZVPD) results for a 3-piece molecular cluster, C4H10N2O overall.

CARTESIAN COORDINATES (ANGSTROEM)
1 C 0.713 -0.448 2.082
2 N 1.290 0.424 -4.138
3 C 0.622 -0.422 -3.429
4 O -0.014 -0.299 -2.308
5 C -0.637 -0.914 1.901
6 C -1.883 -0.634 2.503
7 N 0.171 1.886 0.330
8 H 1.026 -0.041 2.981
9 H 1.418 -1.087 1.635
10 H 1.446 0.084 -5.108
11 H 0.499 -1.439 -3.831
12 H -0.778 -1.625 1.112
13 H 0.239 2.852 0.406
14 H -2.777 -1.254 2.199
15 H -1.946 0.090 3.327
16 H 0.358 1.195 1.042
17 H 0.252 1.629 -0.705

Its net charge is 0. The value obtained for the total energy is -342.8871 a.u. The calculation puts the energy above the lowest of the compared OMol25 structures with the same formula, charge and spin at 197.3 kcal/mol. The calculation puts the max |F| at 0.083 hartree/bohr. As for the HOMO-LUMO gap: 2.740 eV. The HOMO energy comes out at -7.0 eV.

Which of these has the highest max |F|?
C4H10N2O